# 1
{
  "formula": "C5H10O2",
  "method": "ωB97M-V/def2-TZVPD",
  "orbital_gap_ev": 10.69,
  "total_charge": 0,
  "de_lowest_ev": 2.631,
  "e_homo_ev": -9.746,
  "lumo_ha": 0.0347,
  "species": ["O", "O", "C", "C", "C", "C", "C", "H", "H", "H", "H", "H", "H", "H", "H", "H", "H"],
  "coordinates": [[-1.430, -1.690, -0.516], [0.506, 0.542, 0.995], [-0.890, 0.437, 0.659], [0.847, -0.684, 0.341], [-1.506, 1.755, 0.284], [2.147, -0.574, -0.455], [-0.598, -0.557, -0.424], [0.938, -1.510, 1.089], [-0.586, -2.156, -0.602], [2.042, 0.196, -1.224], [-0.959, 2.206, -0.550], [-1.450, -0.063, 1.468], [2.389, -1.528, -0.940], [-1.474, 2.440, 1.135], [3.006, -0.299, 0.176], [-2.552, 1.612, -0.011], [-0.428, -0.126, -1.425]],
  "lowdin_charge": [0.00, -0.06, -0.35, -0.29, -0.03, -0.04, -0.28, 0.15, 0.09, 0.08, 0.09, 0.16, 0.08, 0.08, 0.08, 0.09, 0.16]
}

***

# 2
{
  "formula": "CH4NO3P",
  "method": "ωB97M-V/def2-TZVPD",
  "orbital_gap_ev": 10.87,
  "total_charge": 0,
  "de_lowest_ev": 0.221,
  "e_homo_ev": -10.115,
  "lumo_ha": 0.0276,
  "species": ["P", "O", "O", "O", "N", "C", "H", "H", "H", "H"],
  "coordinates": [[-1.412, 0.512, -0.028], [-1.561, -0.461, 1.337], [-1.194, -0.570, -1.309], [1.206, -0.970, -0.095], [0.308, 1.045, -0.083], [1.372, 0.236, -0.073], [2.448, 0.680, 0.078], [-0.454, -1.134, -1.025], [0.589, 2.049, -0.182], [-1.302, -1.387, 1.381]],
  "lowdin_charge": [0.89, -0.31, -0.31, -0.04, -0.14, -0.42, 0.16, 0.01, 0.11, 0.06]
}

***

# 3
{
  "formula": "C21H34AsF6IN3O6S2SbSi3Tc",
  "method": "ωB97M-V/def2-TZVPD",
  "orbital_gap_ev": [5.92, 5.85],
  "total_charge": 1,
  "e_homo_ev": [-11.272, -11.260],
  "lumo_ha": [-0.1969, -0.1987],
  "species": ["I", "Sb", "Tc", "As", "S", "S", "Si", "Si", "Si", "F", "F", "F", "F", "F", "F", "O", "O", "O", "O", "O", "O", "N", "N", "N", "C", "C", "C", "C", "C", "C", "C", "C", "C", "C", "C", "C", "C", "C", "C", "C", "C", "C", "C", "C", "C", "H", "H", "H", "H", "H", "H", "H", "H", "H", "H", "H", "H", "H", "H", "H", "H", "H", "H", "H", "H", "H", "H", "H", "H", "H", "H", "H", "H", "H", "H", "H", "H", "H", "H"],
  "coordinates": [[-2.551, -4.775, -4.749], [-0.636, -0.350, 2.191], [-1.682, 0.127, -1.434], [-2.374, 2.459, -4.255], [2.667, -1.460, -2.394], [0.146, 1.641, -1.561], [1.178, 1.630, 1.865], [0.582, -2.991, 2.239], [-2.599, 0.850, 3.774], [-2.778, 1.474, -2.545], [-0.736, 1.704, -4.220], [-3.968, 3.041, -4.157], [-2.881, 0.944, -4.969], [-1.772, 3.689, -3.195], [-1.965, 3.244, -5.710], [-4.011, 0.007, 0.869], [2.384, -2.372, -3.457], [-1.971, 0.880, 0.462], [-1.075, -1.330, -0.254], [3.281, -1.960, -1.197], [-2.509, -2.414, 1.082], [-1.494, -0.993, -3.137], [-0.641, -1.070, -4.158], [1.248, -0.681, -1.940], [-2.841, -0.097, 0.582], [3.493, 0.028, -2.962], [-2.223, -2.107, -3.163], [-2.141, -1.429, 0.475], [-1.811, -2.909, -4.225], [1.363, 0.586, -2.139], [4.147, 2.578, -3.733], [1.775, 1.577, 3.685], [1.966, -2.467, 3.469], [5.065, 1.541, -3.863], [-3.234, 2.413, 2.878], [-3.785, -0.621, 4.067], [-0.791, -2.205, -4.844], [1.136, -3.383, 0.466], [-1.602, 1.278, 5.362], [0.368, 3.299, 1.397], [2.593, 1.069, -2.762], [4.750, 0.242, -3.468], [-0.734, -4.114, 3.058], [2.902, 2.363, -3.159], [2.629, 1.004, 0.783], [-3.009, -2.299, -2.453], [0.377, -3.065, -0.243], [2.186, 3.161, -3.019], [2.060, -2.869, 0.196], [-4.536, -0.383, 4.815], [6.040, 1.741, -4.280], [4.410, 3.565, -4.084], [-4.307, -0.877, 3.147], [-0.003, -0.312, -4.353], [2.679, 2.165, 3.798], [1.298, -4.447, 0.319], [1.101, 3.973, 0.962], [-3.244, -1.506, 4.403], [2.712, -1.840, 2.989], [-1.126, 2.250, 5.299], [-1.667, -4.077, 2.499], [5.466, -0.561, -3.549], [-2.283, 1.314, 6.205], [-0.052, 3.793, 2.270], [-3.741, 3.089, 3.561], [-0.399, -5.149, 3.069], [-0.939, -3.825, 4.087], [-3.938, 2.128, 2.101], [3.540, 0.936, 1.373], [2.007, 0.563, 3.995], [2.438, 0.020, 0.358], [-0.842, 0.540, 5.595], [2.482, -3.347, 3.843], [1.052, 1.972, 4.387], [-0.421, 3.166, 0.661], [-0.191, -2.457, -5.696], [1.575, -1.937, 4.334], [2.829, 1.682, -0.041], [-2.423, 2.956, 2.397]],
  "lowdin_charge": [0.92, 1.43, 1.40, 0.87, 0.67, 0.81, 0.50, 0.67, 0.60, -0.45, -0.33, -0.19, -0.24, -0.24, -0.19, 0.13, -0.27, -0.34, -0.28, -0.30, 0.09, -0.16, 0.04, -0.09, -0.76, -0.20, -0.16, -0.78, -0.72, -0.76, -0.04, -0.22, -0.21, -0.04, -0.17, -0.19, -0.07, -0.17, -0.21, -0.21, -0.25, -0.02, -0.19, 0.00, -0.20, 0.12, 0.01, 0.12, 0.00, 0.04, 0.12, 0.12, 0.02, 0.15, 0.04, 0.05, 0.04, 0.03, 0.02, 0.02, 0.01, 0.13, 0.04, 0.03, 0.04, 0.04, 0.03, 0.03, 0.04, 0.01, 0.00, 0.02, 0.04, 0.00, -0.02, 0.14, 0.02, 0.02, 0.02]
}

***

# 4
{
  "formula": "C5H4O2S",
  "method": "ωB97M-V/def2-TZVPD",
  "orbital_gap_ev": 8.76,
  "total_charge": 0,
  "de_lowest_ev": 3.918,
  "e_homo_ev": -9.297,
  "lumo_ha": -0.0198,
  "species": ["S", "O", "O", "C", "C", "C", "C", "C", "H", "H", "H", "H"],
  "coordinates": [[-0.865, 0.667, -1.161], [2.952, 1.156, 0.751], [-0.310, 0.100, -2.375], [-1.734, -0.739, -0.477], [0.413, 0.509, 0.169], [2.049, 1.333, 0.060], [-1.242, -1.039, 0.734], [0.088, -0.482, 0.991], [2.072, 2.078, -0.878], [-1.654, -1.756, 1.329], [-2.570, -1.061, -0.944], [0.801, -0.768, 1.800]],
  "lowdin_charge": [0.91, 0.09, -0.53, -0.20, -0.24, -0.19, -0.12, -0.13, 0.14, 0.07, 0.05, 0.13]
}

***

| no. | molar mass (g mol⁻¹) | E_tot (eV) |
| --- | --- | --- |
| 1 | 102.13 | -9440.4124 |
| 2 | 109.02 | -18024.5966 |
| 3 | 1108.48 | -178363.7252 |
| 4 | 128.15 | -20175.6830 |